Formula: C19H28F3N3
Source: OMol25
Level of theory: wB97M-V/def2-TZVPD

```
! wB97M-V def2-TZVPD RIJCOSX def2/J DEFGRID3
* xyz 0 1
C -3.7782 -4.0757 0.5259
C -3.6689 -3.2032 -0.7169
C -2.4740 -2.2497 -0.6245
N -2.6140 -1.3555 0.5123
C -3.4181 -0.1788 0.2552
C -2.6807 0.9143 -0.5356
C -1.4012 1.3051 0.2089
N -0.7534 2.4480 -0.4127
C 0.0726 3.2699 0.4609
C 1.5064 3.4066 -0.0761
N 1.9708 2.1462 -0.5991
C 2.7050 1.2564 0.1315
C 2.9578 1.4258 1.5040
C 3.7149 0.5169 2.2117
C 4.2498 -0.6051 1.5997
C 4.0172 -0.7765 0.2436
C 4.5682 -1.9608 -0.4924
F 5.3645 -1.6044 -1.5206
F 3.5913 -2.7171 -1.0388
F 5.2929 -2.7862 0.2740
C 3.2720 0.1323 -0.4876
C 1.2415 1.7426 -1.7833
C -0.2001 2.3131 -1.7367
C -0.5498 0.0412 0.4026
C -1.3783 -0.9969 1.1731
H -2.9030 -4.7145 0.6208
H -4.6625 -4.7064 0.4771
H -3.8416 -3.4447 1.4081
H -3.5491 -3.8282 -1.6044
H -4.5883 -2.6276 -0.8366
H -2.3712 -1.7096 -1.5787
H -1.5690 -2.8450 -0.4829
H -4.3190 -0.4805 -0.2817
H -3.7241 0.2282 1.2250
H -2.4419 0.5346 -1.5301
H -3.3220 1.7881 -0.6524
H -1.7084 1.6557 1.2033
H -0.3781 4.2695 0.5469
H 0.1013 2.8270 1.4598
H 2.1787 3.7723 0.6987
H 1.5293 4.1297 -0.8982
H 2.5431 2.2683 2.0338
H 3.8816 0.6765 3.2663
H 4.8314 -1.3220 2.1549
H 3.1560 -0.0305 -1.5471
H 1.2035 0.6544 -1.8289
H 1.7468 2.1081 -2.6883
H -0.2098 3.3099 -2.1919
H -0.8523 1.6790 -2.3351
H -0.2715 -0.3792 -0.5651
H 0.3628 0.2666 0.9572
H -0.7903 -1.9030 1.3353
H -1.6401 -0.5858 2.1551
*
```

As for the SMILES: CCCN1CCC(N2CCN(c3cccc(C(F)(F)F)c3)CC2)CC1. Its gap between HOMO and LUMO is 8.47 eV. As for the LUMO energy: 0.025 Ha. Its total energy is -1204.6619 hartree. The calculation puts the highest occupied orbital energy at -0.2860 Eh.



Formula: C19H28N2O3S
Source: OMol25
Level of theory: wB97M-V/def2-TZVPD

```
! wB97M-V def2-TZVPD RIJCOSX def2/J DEFGRID3
* xyz 0 1
C -1.2613 -3.4985 1.7489
C -1.2740 -2.5738 0.5711
C -0.9045 -3.0425 -0.6816
C -0.9054 -2.2045 -1.7807
C -1.2849 -0.8846 -1.6354
C -1.6515 -0.3979 -0.3867
N -2.0701 0.9489 -0.2216
C -1.3304 2.0169 -0.8488
C 0.0341 2.2925 -0.2008
O 0.9400 2.7845 -0.8386
N 0.0784 2.0203 1.1114
C 1.2599 2.2048 1.9165
C 2.0416 0.8947 2.1098
C 2.5738 0.4017 0.7928
C 1.9442 -0.5303 0.0915
C 2.3808 -1.0121 -1.2566
C 3.8009 -0.5649 -1.5882
C 3.9742 0.9013 -1.2106
C 3.8322 1.0575 0.2990
S -3.7287 1.1645 -0.2315
C -4.2236 1.0980 -1.9767
O -4.3377 0.0600 0.4408
O -3.9764 2.4859 0.2636
C -1.6515 -1.2357 0.7307
C -2.0363 -0.7316 2.0871
H -0.9634 -4.4994 1.4480
H -2.2497 -3.5505 2.2028
H -0.5655 -3.1454 2.5094
H -0.6117 -4.0758 -0.7969
H -0.6168 -2.5793 -2.7511
H -1.2880 -0.2306 -2.4945
H -1.9357 2.9186 -0.7145
H -1.1596 1.8685 -1.9216
H -0.7087 1.5388 1.5179
H 1.8831 2.9357 1.3972
H 0.9615 2.6107 2.8874
H 2.8646 1.0843 2.8019
H 1.3788 0.1482 2.5525
H 1.0356 -0.9783 0.4708
H 1.6849 -0.6093 -2.0003
H 2.2989 -2.1017 -1.3008
H 4.5156 -1.1687 -1.0238
H 4.0004 -0.7142 -2.6512
H 4.9496 1.2682 -1.5359
H 3.2007 1.4982 -1.6964
H 4.6916 0.6032 0.8057
H 3.8235 2.1172 0.5603
H -5.2991 1.2113 -1.9999
H -3.7441 1.9077 -2.5098
H -3.9346 0.1293 -2.3623
H -2.3299 0.3132 2.0497
H -2.8920 -1.2927 2.4580
H -1.2138 -0.8623 2.7919
*
```

As for the SMILES: Cc1cccc(N(CC(=O)NCCC2=CCCCC2)S(C)(=O)=O)c1C. Its gap between HOMO and LUMO is 9.31 eV. As for the LUMO energy: 0.022 Ha. Its total energy is -1474.2378 hartree. The calculation puts the highest occupied orbital energy at -0.3201 Eh.



Formula: C19H28N4OS
Source: OMol25
Level of theory: wB97M-V/def2-TZVPD

```
! wB97M-V def2-TZVPD RIJCOSX def2/J DEFGRID3
* xyz 0 1
C 1.1795 4.2171 -2.1239
C 0.8787 2.8270 -1.5669
O 1.7417 2.4221 -0.5283
C 1.5842 3.1304 0.6850
C 2.3560 2.4178 1.7939
C 1.6727 1.1309 2.2640
N 1.6027 0.1696 1.1997
C 2.1631 -1.0456 1.2271
S 2.7399 -1.7064 2.6429
N 2.2610 -1.7301 0.0555
C 2.4231 -3.1643 0.0337
C 1.1397 -3.8159 -0.4847
C 0.8059 -3.2745 -1.8742
C 0.7084 -1.7441 -1.8543
C -0.4699 -1.2256 -1.0945
N -0.5418 -0.0121 -0.6246
C -1.7670 0.0933 -0.0153
C -2.3616 1.1521 0.6608
C -3.6224 0.9536 1.1773
C -4.3100 -0.2616 1.0443
C -5.6800 -0.3934 1.6388
C -3.7253 -1.3218 0.3748
C -2.4572 -1.1303 -0.1468
N -1.6031 -1.9482 -0.8447
C 2.0111 -1.1784 -1.2532
H 0.9436 4.9917 -1.3983
H 2.2321 4.2920 -2.3863
H 0.5811 4.3866 -3.0147
H -0.1657 2.7756 -1.2262
H 1.0188 2.0774 -2.3501
H 0.5160 3.1902 0.9455
H 1.9678 4.1556 0.5774
H 3.3520 2.1788 1.4198
H 2.4547 3.0944 2.6434
H 2.2374 0.6828 3.0860
H 0.6592 1.3573 2.6173
H 1.0823 0.4658 0.3783
H 3.2653 -3.4217 -0.6193
H 2.6488 -3.4995 1.0472
H 0.3313 -3.5932 0.2150
H 1.2682 -4.8984 -0.5239
H -0.1148 -3.7214 -2.2576
H 1.6074 -3.5538 -2.5629
H 0.6232 -1.3761 -2.8855
H -1.8490 2.0942 0.7759
H -4.1088 1.7586 1.7092
H -6.3524 0.3493 1.2111
H -5.6430 -0.2269 2.7146
H -6.0926 -1.3820 1.4552
H -4.2391 -2.2659 0.2657
H -1.7794 -2.9040 -1.1018
H 2.8450 -1.4782 -1.9019
H 1.9815 -0.0908 -1.2195
*
```

As for the SMILES: CCOCCCNC(=S)N1CCC[C@@H](c2nc3ccc(C)cc3[nH]2)C1. Its gap between HOMO and LUMO is 7.99 eV. As for the LUMO energy: 0.020 Ha. Its total energy is -1433.2955 hartree. The calculation puts the highest occupied orbital energy at -0.2734 Eh.



Formula: C19H28N4PmS2
Source: OMol25
Level of theory: wB97M-V/def2-TZVPD

```
! wB97M-V def2-TZVPD RIJCOSX def2/J DEFGRID3
* xyz 3 5
Pm -0.1513 -0.1428 -0.2894
S -1.2402 2.3849 -0.5129
S -1.0826 -2.6719 -0.3842
C -3.0397 2.2674 -0.6294
C -0.6606 2.3287 -2.2662
C -1.0217 1.0879 -3.0947
N -0.3258 -0.1365 -2.6707
C -0.9597 -1.4144 -3.0288
C -0.5408 -2.5956 -2.1418
H 0.4287 2.5228 -2.2554
H -1.1745 3.1874 -2.6949
H -0.7224 1.2425 -4.1342
H -2.1018 0.8851 -3.0445
H -0.6474 -1.6152 -4.0577
H -2.0460 -1.2657 -2.9923
H 0.5509 -2.7334 -2.1144
H -1.0245 -3.4992 -2.5124
C -2.8950 -2.5221 -0.4756
H 0.6690 -0.1171 -2.8846
H -3.2811 -1.7204 -1.1073
H -3.2379 -2.4019 0.5566
H -3.1417 -3.5119 -0.8629
H -3.3577 2.2057 0.4085
H -3.3731 1.4135 -1.2038
H -3.2914 3.2257 -1.0757
C 5.1688 0.1342 -2.1463
C 5.2565 0.1864 -0.8179
H 5.1190 1.0527 -2.7648
H 5.1808 -0.8304 -2.6888
H 5.2782 1.1513 -0.2756
H 5.3366 -0.7304 -0.2028
C -1.9553 -2.8071 4.8089
C -2.4788 -1.5016 4.8219
C -2.1575 -0.5950 3.8096
C -1.2689 -1.0014 2.7909
C -0.7329 -2.3242 2.7632
C -1.0840 -3.2147 3.7839
N -0.8056 -0.0242 1.8646
N 0.1642 0.8736 2.1463
C 1.1682 1.4998 1.4375
C 1.9978 2.4394 2.0661
C 2.9973 3.0703 1.3347
C 3.2064 2.8268 -0.0399
C 2.3908 1.9076 -0.6742
N 1.4858 1.2427 0.0905
H -2.2111 -3.5018 5.5985
H -3.1288 -1.1813 5.6083
H -2.5118 0.4290 3.7982
H -0.0212 -2.6082 1.9977
H -0.6607 -4.2040 3.7737
H 1.8234 2.6103 3.1024
H 3.6346 3.7682 1.8195
H 3.9952 3.2992 -0.6088
H 2.4811 1.6294 -1.7288
*
```

Its gap between HOMO and LUMO (alpha / beta) is 5.55 / 5.52 eV. As for the LUMO energy (alpha / beta): -0.439 / -0.440 Ha. Its total energy is -2363.4314 hartree. The calculation puts the highest occupied orbital energy (alpha / beta) at -0.6427 / -0.6426 Eh.



Formula: C19H28N8O2
Source: OMol25
Level of theory: wB97M-V/def2-TZVPD

```
! wB97M-V def2-TZVPD RIJCOSX def2/J DEFGRID3
* xyz 0 1
C -0.7494 -2.9585 -3.5879
C -0.8333 -3.5420 -2.2070
C -1.1720 -4.8697 -1.9899
N -1.3042 -5.4253 -0.7832
C -1.1146 -4.6470 0.2726
C -0.7688 -3.2992 0.1781
C -0.7045 -2.5034 1.4509
O -1.3210 -2.8803 2.4397
N 0.0255 -1.3699 1.4247
C 0.0435 -0.4384 2.5479
C 1.2409 -0.6934 3.4529
C 0.0268 0.9891 2.0050
C -1.2269 1.2776 1.1683
N -0.9368 1.8467 -0.1620
C -0.4183 1.0587 -1.1410
O 0.5582 0.3303 -0.9998
C -0.9498 1.2816 -2.5579
C 0.0475 2.1206 -3.3862
C -0.6204 3.4936 -3.4572
C -2.0876 3.1161 -3.5630
N -2.2157 2.0172 -2.6046
C -3.3875 1.1876 -2.8239
C -3.6401 0.2510 -1.6898
N -4.0037 0.6419 -0.4531
N -4.1429 -0.4510 0.2462
N -3.8661 -1.4473 -0.5571
C -3.9940 -2.8377 -0.1495
N -3.5450 -1.0672 -1.7814
C -0.6123 -2.7515 -1.0831
H 0.1697 -2.3849 -3.7163
H -0.7783 -3.7374 -4.3492
H -1.5923 -2.2848 -3.7611
H -1.3489 -5.5255 -2.8373
H -1.2493 -5.0889 1.2524
H 0.4737 -1.0675 0.5700
H -0.8718 -0.6283 3.1130
H 1.2260 -0.0178 4.3098
H 1.2244 -1.7186 3.8213
H 2.1728 -0.5346 2.9060
H 0.0911 1.6788 2.8483
H 0.9182 1.1491 1.3967
H -1.8080 0.3619 1.0492
H -1.8736 1.9942 1.6701
H -1.7457 2.3381 -0.5339
H -1.0471 0.2756 -2.9846
H 1.0394 2.1270 -2.9393
H 0.1356 1.6976 -4.3878
H -0.4442 4.0543 -2.5372
H -0.2761 4.0937 -4.2977
H -2.7739 3.9243 -3.3068
H -2.3181 2.7836 -4.5876
H -4.2522 1.8453 -2.9280
H -3.3036 0.5933 -3.7460
H -3.4253 -3.4410 -0.8502
H -3.5935 -2.9438 0.8558
H -5.0433 -3.1251 -0.1714
H -0.3429 -1.7106 -1.2183
*
```

As for the SMILES: Cc1cncc(C(=O)N[C@@H](C)CCNC(=O)[C@@H]2CCCN2Cc2nnn(C)n2)c1. Its gap between HOMO and LUMO is 9.91 eV. As for the LUMO energy: 0.023 Ha. Its total energy is -1329.3731 hartree. The calculation puts the highest occupied orbital energy at -0.3409 Eh.



Formula: C19H29AsCl5N3O2Si3V
Source: OMol25
Level of theory: wB97M-V/def2-TZVPD

```
! wB97M-V def2-TZVPD RIJCOSX def2/J DEFGRID3
* xyz 2 2
V 0.5682 -0.0980 0.0342
Cl -0.7199 0.8254 -5.7233
C -0.4749 0.1061 -4.1879
C 0.7595 0.2548 -3.5406
Cl 2.0320 1.1857 -4.2304
C 0.9335 -0.3611 -2.3113
Cl 2.3414 -0.2163 -1.3786
C -0.0598 -1.1360 -1.6939
O 0.1982 -1.6651 -0.5295
C -1.3073 -1.2213 -2.3282
Cl -2.5591 -2.0603 -1.5104
C -1.5110 -0.6179 -3.5689
Cl -3.0442 -0.7296 -4.3202
C 4.8401 -0.7996 1.4204
Si 3.5574 -2.2118 1.5921
C 3.7836 -3.1864 3.2268
C 3.2351 -3.2618 0.0255
As 1.4380 -0.9344 1.9393
Si 2.0312 0.8774 3.6260
C 3.0317 2.2433 2.7338
C 0.2174 1.3195 4.1033
C 3.0796 0.1348 5.0542
Si -0.1559 -2.6690 2.9203
C -1.9489 -2.0665 2.6509
C 0.3436 -2.6281 4.7802
C 0.2409 -4.2403 1.9085
H 5.7740 -1.1599 0.9973
H 5.0710 -0.3749 2.3946
H 4.4731 0.0011 0.7777
H 4.7749 -3.6225 3.3035
H 3.0678 -3.9989 3.3204
H 3.6458 -2.5225 4.0773
H 3.9599 -3.0500 -0.7570
H 2.2372 -3.0680 -0.3735
H 3.3082 -4.3240 0.2420
H 2.7546 2.3323 1.6843
H 4.1026 2.0635 2.7882
H 2.8540 3.2095 3.1986
H 0.0346 2.3908 4.0804
H -0.0338 0.9843 5.1069
H -0.4670 0.8400 3.3959
H 4.1109 -0.0192 4.7449
H 2.6959 -0.8095 5.4279
H 3.0999 0.8337 5.8871
H -2.1922 -1.2052 3.2704
H -2.6517 -2.8585 2.8969
H -2.1023 -1.7994 1.6071
H 0.5278 -1.6006 5.0978
H 1.2397 -3.2087 4.9821
H -0.4452 -3.0351 5.4070
H 0.1668 -4.0202 0.8447
H -0.4680 -5.0343 2.1250
H 1.2369 -4.6260 2.1066
N -3.1675 1.2398 1.2098
C -1.8830 1.3051 0.8517
O -1.1770 0.2585 0.7822
C -1.2690 2.5972 0.6256
C -1.9722 3.8088 0.6895
N -2.5750 4.7806 0.7496
C 0.0426 2.3815 0.3775
N 0.9997 1.7093 0.2552
H -3.6163 0.3474 1.3428
H -3.7247 2.0760 1.2874
*
```

Its gap between HOMO and LUMO (alpha / beta) is 6.72 / 7.43 eV. As for the LUMO energy (alpha / beta): -0.301 / -0.277 Ha. Its total energy is -7404.8719 hartree. The calculation puts the highest occupied orbital energy (alpha / beta) at -0.5481 / -0.5504 Eh.



Formula: C19H29F4LiN2O9S
Source: OMol25
Level of theory: wB97M-V/def2-TZVPD

```
! wB97M-V def2-TZVPD RIJCOSX def2/J DEFGRID3
* xyz 0 1
C -2.5763 -2.0268 2.4609
C -2.0016 -3.2739 1.8865
C -0.6790 -3.2707 0.8806
C -1.1812 -2.6321 -0.5435
C -0.8010 -1.2906 -1.0911
C 0.2698 -0.3548 -0.2118
F -0.2754 -0.0932 1.1403
C 1.7946 -1.0351 -0.1729
C 2.8488 -0.2088 -1.1183
C -1.4189 -0.7256 -2.5390
O -0.9809 0.5096 -2.9104
C -2.5068 -1.6179 -3.3809
S -3.3981 -1.1114 -4.9489
O -3.3182 -2.2864 -5.9699
O -4.9267 -0.9864 -4.5754
C -2.7922 0.4796 -5.7300
F -3.3913 1.7041 -5.0793
F -3.3397 0.4944 -7.1370
F -1.3124 0.5735 -5.8818
C -2.8616 -2.9801 -2.8217
C -2.2141 -3.5904 -1.4447
O -2.5022 -4.8670 -1.0931
H -3.4007 -1.4021 1.9131
H -2.1662 -1.6068 3.4790
H -2.5346 -4.3019 2.1645
H -0.3986 -4.4033 0.6993
H 0.2046 -2.7045 1.3984
H 0.4324 0.7098 -0.7251
H 1.7323 -2.1566 -0.5587
H 2.1985 -1.1231 0.9471
H 2.8505 0.9396 -0.8140
H 3.9246 -0.6708 -1.0812
H 2.4698 -0.3177 -2.2381
H -3.6473 -3.6524 -3.3990
C -1.5908 4.6988 -3.0138
C -1.1286 4.6844 -4.4563
O -0.8372 3.3543 -4.8589
H -0.8207 4.2784 -2.3589
H -1.8153 5.7179 -2.6865
H -2.4869 4.0825 -2.8880
H -0.2207 5.2834 -4.5734
H -1.8984 5.0913 -5.1191
H -1.6518 2.8326 -4.7591
Li 0.5205 0.5966 -5.5571
C 3.8454 2.6803 4.8652
C 2.8931 2.0021 3.8837
C 2.9783 0.4580 3.9109
O 4.1138 -0.0788 3.2255
C 5.3048 -0.1056 3.9970
N 3.1396 2.5321 2.5349
H 4.8856 2.6528 4.5306
H 3.5781 3.7370 4.9863
H 3.7905 2.2101 5.8524
H 1.8747 2.2792 4.1804
H 2.1030 0.0646 3.3794
H 2.9194 0.0678 4.9341
H 5.1091 -0.3108 5.0535
H 5.8455 0.8356 3.8836
H 5.9445 -0.9013 3.6042
H 2.4435 2.1406 1.8988
H 4.0200 2.1262 2.2052
N -4.2400 -3.4326 5.4603
O -3.0629 -3.7491 5.2211
O -4.6739 -3.4875 6.6229
O -4.9832 -3.0613 4.5369
*
```

Its gap between HOMO and LUMO is 3.08 eV. As for the LUMO energy: -0.127 Ha. Its total energy is -2332.3745 hartree. The calculation puts the highest occupied orbital energy at -0.2404 Eh.



Formula: C19H29N3OS
Source: OMol25
Level of theory: wB97M-V/def2-TZVPD

```
! wB97M-V def2-TZVPD RIJCOSX def2/J DEFGRID3
* xyz 0 1
C -7.3511 -0.7996 -0.8690
C -6.0295 -0.1603 -0.5707
C -5.2655 -0.5499 0.5204
C -4.0427 0.0360 0.7896
C -3.5484 1.0346 -0.0451
N -2.3301 1.6807 0.1792
C -1.3230 1.3676 1.0516
S -0.4776 2.6270 1.7202
N -1.0538 0.0662 1.3103
C -0.0763 -0.2686 2.3266
C 1.3226 -0.4174 1.7326
C 1.2960 -1.4824 0.6194
N 2.5654 -1.8104 -0.0076
C 3.5671 -2.2794 0.9291
C 3.0987 -0.9613 -1.0464
C 3.4807 0.4941 -0.7117
C 4.1087 1.2245 -1.9252
C 5.4149 1.8091 -1.3727
C 5.2043 1.7044 0.1402
O 4.4491 0.5310 0.3225
C 0.2302 -1.0947 -0.4083
C -1.1332 -0.9458 0.2743
C -4.3191 1.4450 -1.1326
C -5.5379 0.8524 -1.3882
H -7.6224 -1.5122 -0.0944
H -7.3112 -1.3241 -1.8234
H -8.1329 -0.0446 -0.9381
H -5.6339 -1.3207 1.1818
H -3.4790 -0.2672 1.6577
H -2.3082 2.6534 -0.1010
H -0.0842 0.5156 3.0851
H -0.3932 -1.2121 2.7843
H 2.0184 -0.7086 2.5185
H 1.6399 0.5482 1.3438
H 0.9669 -2.4243 1.0889
H 4.0380 -1.4757 1.5035
H 4.3438 -2.8004 0.3689
H 3.1038 -2.9890 1.6141
H 2.3808 -0.9281 -1.8710
H 4.0027 -1.4595 -1.4093
H 2.5902 1.0543 -0.3873
H 3.4426 2.0078 -2.2841
H 4.2951 0.5316 -2.7447
H 6.2650 1.1952 -1.6698
H 5.5902 2.8332 -1.6936
H 4.6457 2.5773 0.5115
H 6.1277 1.5992 0.7099
H 0.4858 -0.1417 -0.8745
H 0.1678 -1.8583 -1.1842
H -1.8884 -0.6761 -0.4627
H -1.4256 -1.8918 0.7414
H -3.9536 2.2348 -1.7732
H -6.1213 1.1810 -2.2361
*
```

As for the SMILES: Cc1ccc(NC(=S)N2CCC(N(C)C[C@@H]3CCCO3)CC2)cc1. Its gap between HOMO and LUMO is 8.57 eV. As for the LUMO energy: 0.025 Ha. Its total energy is -1379.0878 hartree. The calculation puts the highest occupied orbital energy at -0.2902 Eh.